# 1
2 unconnected molecules or ions with the total composition C4H8NO at a distorted geometry. Source: OMol25; level of theory: the ωB97M-V functional and the def2-TZVPD basis.

```
14
Properties=species:S:1:pos:R:3
C -1.131 -0.734 -1.515
C -0.162 -1.657 -0.777
C 0.337 1.398 1.485
C 0.793 1.479 0.064
N -0.223 -0.228 -0.818
O -0.514 -2.217 0.348
H -1.946 -0.478 -2.188
H 0.638 -2.082 -1.421
H -0.700 0.964 1.410
H 1.004 0.858 2.204
H 0.225 2.490 1.830
H 1.796 1.389 -0.404
H 0.241 2.032 -0.607
H -0.361 -3.214 0.389
```

Total charge   +1
Relative energy (zero: lowest compared OMol25 entry of this formula, charge and spin)   405.4 kJ/mol
Max |F|   3.7 eV Å⁻¹

***

# 2
A gas-phase ion, C4H8NO (charge +1) at a distorted geometry. Source: OMol25; level of theory: the ωB97M-V functional and the def2-TZVPD basis.

```
14
Properties=species:S:1:pos:R:3
C -0.764 -1.358 -0.245
N -0.291 -0.018 -0.419
C -0.840 1.358 -0.484
C -0.007 1.127 0.734
C 1.171 0.361 0.104
O 1.780 -0.545 0.859
H -1.447 -1.363 0.668
H -1.331 -1.761 -1.074
H -0.030 -2.156 0.006
H -1.914 1.615 -0.325
H -0.442 1.923 -1.331
H -0.307 0.739 1.652
H 1.678 0.863 -0.734
H 2.744 -0.786 0.588
```

SMILES   C[N@@+]12C[C@@H]1[C@H]2O
Total charge   +1
Relative energy (zero: lowest compared OMol25 entry of this formula, charge and spin)   279.2 kJ/mol
Max |F|   4.4 eV Å⁻¹

***

# 3
2 unconnected molecules or ions with the total composition C4H8NO at a distorted geometry. Source: OMol25; level of theory: the ωB97M-V functional and the def2-TZVPD basis.

```
14
Properties=species:S:1:pos:R:3
C -0.367 -0.693 -1.063
C 1.925 -0.151 -0.085
C -2.183 0.030 0.776
C -1.357 -0.050 -0.391
N 1.798 0.863 0.642
O -2.037 1.016 -0.312
H -0.194 -1.715 -0.896
H -0.241 -0.314 -2.014
H 2.285 -0.045 -1.122
H 1.931 -1.218 0.306
H -3.069 -0.577 0.778
H -1.571 0.244 1.734
H 1.995 1.773 0.299
H 1.084 0.837 1.350
```

Total charge   +1
Relative energy (zero: lowest compared OMol25 entry of this formula, charge and spin)   353.2 kJ/mol
Max |F|   4.4 eV Å⁻¹

***

# 4
A gas-phase ion, C4H8NO (charge +1) at a distorted geometry. Source: OMol25; level of theory: the ωB97M-V functional and the def2-TZVPD basis.

```
14
Properties=species:S:1:pos:R:3
C -1.243 0.549 -1.781
C -0.509 0.370 -0.442
N -0.764 -0.356 0.542
C 0.266 -0.400 1.525
C 1.553 -0.479 1.340
O 2.370 -0.514 0.285
H -1.630 -0.281 -2.369
H -0.494 1.186 -2.328
H -2.071 1.186 -1.576
H 0.284 1.085 -0.226
H -1.500 -1.108 0.704
H -0.175 -0.285 2.561
H 2.003 -0.658 2.243
H 1.910 -0.295 -0.479
```

SMILES   C/C=[NH+]/C=C\O
Total charge   +1
Relative energy (zero: lowest compared OMol25 entry of this formula, charge and spin)   172.6 kJ/mol
Max |F|   4.3 eV Å⁻¹